No. 1
Computed, not measured: a 2-piece molecular cluster, C23H30N5O4S overall at a distorted geometry, with ωB97M-V/def2-TZVPD.

Element x y z (Å)
O1 6.466 -1.018 0.532
O2 4.486 -2.456 5.764
O3 -1.264 3.029 -0.876
O4 -10.160 -1.251 -7.367
S1 -6.922 1.457 -4.293
C1 6.453 -0.916 1.746
C2 4.884 -2.468 4.607
C3 -5.419 0.609 -3.902
C4 -5.399 -0.653 -4.465
C5 1.346 2.182 1.926
C6 -3.551 2.956 -1.576
C7 -2.008 1.277 -2.345
C8 -8.084 -2.228 -6.661
C9 -8.698 0.004 -5.955
C10 -4.576 2.361 -2.323
C11 -3.032 0.677 -3.092
C12 -6.881 -2.129 -5.946
C13 -2.263 2.419 -1.587
C14 -8.991 -1.161 -6.668
C15 -7.499 0.100 -5.244
C16 -4.335 1.211 -3.095
C17 -6.594 -0.955 -5.241
N1 2.111 2.932 1.185
N2 5.170 -3.600 3.954
N3 1.693 1.807 3.148
N4 5.360 -1.279 2.421
N5 0.206 1.806 1.417
C18 7.664 -0.377 2.478
C19 5.058 -4.938 4.536
C20 2.924 2.172 3.884
C21 4.107 1.238 3.575
C22 3.850 -0.202 4.053
C23 5.069 -1.131 3.865
H1 -1.525 3.961 -0.751
H2 -10.221 -2.114 -7.805
H3 -4.584 -1.359 -4.356
H4 -3.778 3.842 -0.991
H5 -1.007 0.860 -2.375
H6 -8.302 -3.137 -7.212
H7 -9.404 0.827 -5.962
H8 -5.567 2.805 -2.298
H9 -2.796 -0.199 -3.687
H10 -6.176 -2.954 -5.943
H11 1.832 3.172 0.251
H12 2.996 3.238 1.545
H13 5.517 -3.520 3.012
H14 1.031 1.236 3.647
H15 4.628 -1.648 1.831
H16 -0.423 1.226 1.942
H17 -0.087 2.121 0.499
H18 8.456 -0.190 1.752
H19 7.411 0.554 2.980
H20 8.011 -1.114 3.200
H21 5.792 -5.057 5.336
H22 5.234 -5.700 3.774
H23 4.061 -5.079 4.958
H24 2.722 2.135 4.958
H25 3.211 3.198 3.647
H26 4.299 1.246 2.501
H27 4.990 1.623 4.088
H28 3.596 -0.161 5.114
H29 2.996 -0.621 3.520
H30 5.914 -0.665 4.371

Results
* total charge: +1
* HOMO level: -9.298 eV
* Kohn-Sham gap: 6.601 eV

=====

No. 2
Computed, not measured: C18H30BeN4O2P as an isolated structure, with ωB97M-V/def2-TZVPD.

Element x y z (Å)
Be1 -0.028 0.009 0.030
O1 -0.008 -0.063 1.647
N1 -0.598 -1.158 2.020
N2 -1.043 -1.809 1.040
O2 -0.867 -1.328 -0.193
C1 -1.751 -3.040 1.214
C2 -2.152 -3.736 0.083
C3 -2.848 -4.924 0.234
C4 -3.137 -5.404 1.502
C5 -2.723 -4.700 2.625
C6 -2.027 -3.513 2.492
H1 -1.914 -3.342 -0.893
H2 -3.159 -5.469 -0.647
H3 -3.691 -6.327 1.613
H4 -2.944 -5.080 3.613
H5 -1.699 -2.954 3.357
C7 -3.355 2.369 0.016
C8 -2.022 2.988 -0.403
P1 -0.822 1.766 -1.065
C9 0.582 2.834 -1.585
C10 1.331 3.422 -0.386
C11 -1.559 1.234 -2.660
C12 -0.739 0.145 -3.357
H6 -4.043 3.148 0.344
H7 -3.219 1.672 0.844
H8 -3.833 1.837 -0.806
H9 -1.548 3.456 0.462
H10 -2.164 3.757 -1.165
H11 0.206 3.626 -2.235
H12 1.246 2.204 -2.180
H13 0.715 4.150 0.141
H14 2.240 3.929 -0.707
H15 1.607 2.641 0.325
H16 -1.669 2.111 -3.301
H17 -2.560 0.857 -2.439
H18 0.258 0.506 -3.617
H19 -1.231 -0.169 -4.276
H20 -0.631 -0.729 -2.716
N3 1.569 -0.113 -0.579
C13 2.671 -0.148 -0.931
N4 3.901 -0.188 -1.321
C14 5.011 0.227 -0.445
C15 6.050 -0.886 -0.371
C16 6.493 -1.297 -1.776
C17 5.288 -1.745 -2.605
C18 4.253 -0.630 -2.682
H21 4.609 0.471 0.536
H22 5.454 1.132 -0.869
H23 5.619 -1.745 0.148
H24 6.900 -0.535 0.215
H25 7.225 -2.101 -1.717
H26 6.976 -0.447 -2.268
H27 4.831 -2.625 -2.146
H28 5.593 -2.017 -3.617
H29 3.346 -0.957 -3.189
H30 4.658 0.230 -3.224

Results
* total charge: +1
* HOMO level: -11.540 eV
* Kohn-Sham gap: 9.094 eV

=====

No. 3
Computed, not measured: the molecule C18H22N2O4S, with ωB97M-V/def2-TZVPD.

Element x y z (Å)
C1 -7.664 -1.271 1.489
C2 -7.477 0.056 0.773
O1 -6.127 0.155 0.358
C3 -5.835 1.352 -0.317
C4 -4.368 1.410 -0.744
O2 -3.920 2.377 -1.316
N1 -3.685 0.287 -0.408
C5 -2.349 -0.031 -0.628
C6 -1.473 0.826 -1.294
C7 -0.156 0.448 -1.480
C8 0.284 -0.772 -1.007
S1 1.993 -1.240 -1.195
O3 2.573 -0.477 -2.267
O4 2.100 -2.669 -1.235
N2 2.598 -0.712 0.286
C9 3.619 -1.550 0.880
C10 4.965 -1.472 0.141
C11 5.525 -0.080 0.215
C12 6.309 0.308 1.294
C13 6.783 1.605 1.392
C14 6.471 2.533 0.413
C15 5.687 2.156 -0.665
C16 5.217 0.858 -0.765
C17 -0.573 -1.632 -0.346
C18 -1.890 -1.264 -0.157
H1 -7.426 -2.092 0.819
H2 -7.007 -1.323 2.353
H3 -8.694 -1.369 1.820
H4 -8.138 0.117 -0.105
H5 -7.721 0.894 1.443
H6 -6.036 2.226 0.322
H7 -6.454 1.458 -1.221
H8 -4.240 -0.411 0.076
H9 -1.834 1.773 -1.660
H10 0.539 1.085 -2.003
H11 2.908 0.246 0.193
H12 3.738 -1.249 1.925
H13 3.234 -2.569 0.836
H14 5.655 -2.184 0.596
H15 4.793 -1.759 -0.898
H16 6.556 -0.414 2.060
H17 7.397 1.891 2.233
H18 6.841 3.545 0.488
H19 5.442 2.876 -1.433
H20 4.608 0.566 -1.610
H21 -0.195 -2.582 -0.003
H22 -2.573 -1.928 0.353

Results
* ΔE to the lowest compared entry with this formula, charge and spin: 105.1 kJ/mol
* HOMO level: -8.842 eV
* Kohn-Sham gap: 9.447 eV

=====

No. 4
Computed, not measured: the molecule C2N4O at a distorted geometry, with ωB97M-V/def2-TZVPD.

Element x y z (Å)
O1 -2.728 -0.040 -0.025
C1 -1.579 -0.076 0.029
C2 -0.270 -0.171 0.047
N1 0.760 -1.132 -0.013
N2 1.823 -0.436 -0.014
N3 1.621 0.853 -0.009
N4 0.344 1.097 -0.004

Results
* ΔE to the lowest compared entry with this formula, charge and spin: 9.3 kJ/mol
* HOMO level: -11.323 eV
* Kohn-Sham gap: 9.805 eV

=====

No. 5
Computed, not measured: the molecule C23H35Cl2F3NO6PS at a distorted geometry, with ωB97M-V/def2-TZVPD.

Element x y z (Å)
C1 1.364 7.266 -8.384
O1 0.212 6.353 -8.531
C2 0.459 5.047 -7.899
C3 -0.203 4.947 -6.402
C4 -0.876 3.435 -6.169
C5 -1.243 3.161 -4.562
C6 -0.776 1.608 -4.204
C7 -0.730 1.325 -2.562
C8 -2.232 1.265 -1.892
C9 -2.632 -0.254 -1.318
C10 -2.145 -0.249 0.281
C11 -1.990 -1.824 0.707
C12 -1.379 -2.088 2.204
C13 0.249 -1.933 2.334
C14 0.915 -0.440 1.979
Cl1 2.132 -0.299 0.550
C15 0.587 0.820 2.697
C16 -0.454 0.866 3.960
Cl2 1.423 2.426 2.167
O2 0.777 -2.718 1.168
C17 0.596 -4.169 1.325
O3 0.376 -5.113 0.405
C18 0.803 -4.314 2.979
N1 1.993 -5.261 3.025
C19 1.576 -6.574 3.029
S1 1.216 -8.235 3.165
C20 1.012 -2.764 3.570
C21 0.535 -2.478 5.112
C22 0.677 -3.747 6.137
O4 1.914 -4.530 6.003
C23 0.715 -3.109 7.683
F1 0.927 -4.222 8.682
F2 -0.486 -2.300 8.003
F3 1.906 -2.201 7.880
P1 2.889 -2.419 3.636
O5 3.690 -2.707 2.118
O6 3.271 -0.822 4.213
H1 1.209 7.998 -7.483
H2 2.391 6.720 -8.208
H3 1.494 7.928 -9.354
H4 1.584 4.718 -7.880
H5 -0.103 4.241 -8.573
H6 -1.014 5.797 -6.231
H7 0.690 5.020 -5.628
H8 -0.129 2.588 -6.531
H9 -1.850 3.318 -6.820
H10 -2.395 3.348 -4.424
H11 -0.679 3.942 -3.872
H12 -1.452 0.805 -4.760
H13 0.310 1.494 -4.633
H14 -0.044 0.410 -2.309
H15 -0.177 2.280 -2.106
H16 -3.064 1.652 -2.621
H17 -2.198 1.995 -0.951
H18 -1.912 -1.013 -1.863
H19 -3.770 -0.501 -1.440
H20 -1.155 0.375 0.299
H21 -2.998 0.296 0.903
H22 -3.097 -2.272 0.720
H23 -1.437 -2.374 -0.166
H24 -1.727 -3.187 2.514
H25 -1.988 -1.371 2.939
H26 -0.831 -0.172 4.342
H27 -1.324 1.613 3.699
H28 0.142 1.351 4.875
H29 -0.183 -4.780 3.411
H30 1.054 -1.527 5.562
H31 -0.629 -2.217 5.069
H32 -0.254 -4.473 6.126
H33 2.730 -4.012 6.265
H34 3.280 -3.455 1.594
H35 2.457 -0.287 4.446

Results
* HOMO level: -8.338 eV
* Kohn-Sham gap: 7.382 eV

=====

No. 6
Computed, not measured: a 2-piece molecular cluster, C2HNO3S overall at a distorted geometry, with ωB97M-V/def2-TZVPD.

Element x y z (Å)
C1 1.579 0.369 -0.113
C2 -1.363 -1.464 0.571
N1 1.698 1.390 -0.731
O1 1.711 -0.451 0.661
O2 -0.916 -2.452 0.178
O3 -1.459 0.898 -0.112
S1 -2.186 -0.078 0.731
H1 0.936 1.789 -1.186

Results
* ΔE to the lowest compared entry with this formula, charge and spin: 15.5 kJ/mol
* HOMO level (spin up / spin down): -7.913 / -10.961 eV
* multiplicity: 3
* expectation value of S²: 2.01
* Kohn-Sham gap (spin up / spin down): 7.995 / 8.273 eV